A cluster of 5 separate species, C14H20N2O4S in total. Source: the OMol25 dataset; level of theory: ωB97M-V/def2-TZVPD.

* energy relative to the best compared isomer or geometry (same formula, charge and spin): 20.1066 eV
* Kohn-Sham gap: 5.6 eV
* E_tot: -1353.4305 hartree
* HOMO level: -8.31 eV
* LUMO level: -2.66 eV

The geometry in ORCA input format:
```
! RIJCOSX wB97M-V def2-TZVPD def2/J DEFGRID3
* xyz 0 1
O 3.63 -1.56 -1.28
H 1.55 4.08 0.56
H 2.27 2.34 -0.08
H 1.35 0.14 -1.78
O 0.88 -2.33 -0.67
O -4.06 1.29 -1.95
C 0.07 -1.89 1.58
H 2.52 -1.82 -1.39
C 0.91 -1.59 0.36
C -3.37 0.35 -1.16
H 0.88 -0.53 3.22
C 3.53 -0.20 -0.82
C 0.47 1.94 -0.92
O 4.53 0.52 -0.39
H -3.96 1.13 1.06
H 1.69 0.36 1.35
C -2.04 -1.70 -1.09
H -2.12 -0.34 2.32
C -2.64 -0.50 1.13
H 0.59 -2.72 2.09
C -2.52 -0.63 -1.83
H -0.18 1.07 -1.28
N 0.19 -0.90 2.50
S -0.07 1.87 0.82
H -3.34 2.75 -0.92
H 2.31 2.14 -1.86
H -1.49 -2.39 -1.64
H 0.62 3.02 2.93
H -0.89 -3.60 0.61
C -1.21 -2.60 1.13
N 1.51 -0.33 0.36
C 2.07 0.24 -0.83
C -2.05 -1.63 0.40
C 0.31 3.67 1.53
H -0.83 5.01 1.84
H -0.48 0.03 2.53
H 0.06 2.99 -1.38
C -3.39 0.35 0.30
C 1.95 1.67 -0.88
H -1.59 -2.63 2.29
H -2.09 -0.60 -2.85
*
```